1.
{"formula": "C6H20O4", "method": "ωB97M-V/def2-TZVPD", "elements": ["O", "O", "O", "O", "C", "C", "C", "C", "C", "C", "H", "H", "H", "H", "H", "H", "H", "H", "H", "H", "H", "H", "H", "H", "H", "H", "H", "H", "H", "H"], "coordinates": [[1.157, 1.828, 1.107], [-1.111, -0.260, -1.260], [-0.479, -2.339, -0.669], [-3.264, -0.790, -1.234], [1.289, 2.063, -1.223], [-1.704, -3.191, 1.119], [2.416, 3.668, 0.296], [2.047, 2.214, 0.114], [-0.383, -1.021, 1.303], [-0.464, -2.469, 0.724], [0.342, 1.677, 0.623], [0.561, -0.502, 1.138], [0.916, 1.057, -1.413], [-0.242, -0.183, -1.655], [-1.161, -0.374, 0.898], [1.953, 2.256, -2.066], [1.567, 4.348, 0.364], [-0.452, -1.069, 2.390], [2.932, 1.578, 0.126], [-1.776, -4.056, 0.459], [-3.150, -1.323, -2.021], [0.492, 2.802, -1.308], [-0.013, -3.055, -1.108], [-2.394, -0.427, -1.063], [0.405, -3.074, 0.984], [-1.817, -3.473, 2.166], [-2.594, -2.582, 0.965], [-1.119, -1.131, -0.865], [2.726, 3.831, 1.328], [3.320, 3.996, -0.216]], "relative_energy_ev": 2.592, "e_lumo_ev": 0.275, "total_charge": 0}

2.
{"formula": "C2H11N2O2", "method": "ωB97M-V/def2-TZVPD", "elements": ["O", "O", "N", "N", "C", "C", "H", "H", "H", "H", "H", "H", "H", "H", "H", "H", "H"], "coordinates": [[-1.902, -3.815, 1.250], [-0.770, 3.123, -0.659], [-0.763, -0.526, -0.331], [2.578, 1.042, 0.000], [1.420, 0.611, -0.516], [0.628, -0.268, 0.119], [-2.603, -3.739, 1.908], [-1.305, -0.367, 0.514], [0.970, -0.796, 0.993], [-0.977, 0.150, -1.060], [-0.174, 3.872, -0.572], [-1.807, -4.760, 1.124], [2.823, 0.811, 0.945], [-1.552, 3.433, -1.126], [1.141, 0.936, -1.503], [-0.863, -1.469, -0.714], [3.156, 1.760, -0.371]], "relative_energy_ev": 1.589, "e_lumo_ev": -3.020, "total_charge": 1}

3.
{"formula": "C4H6FN", "method": "ωB97M-V/def2-TZVPD", "elements": ["F", "N", "C", "C", "C", "C", "H", "H", "H", "H", "H", "H"], "coordinates": [[-0.239, 1.777, -1.097], [1.239, -0.601, 0.612], [0.632, 0.115, 1.690], [-0.949, 0.635, -1.109], [-0.333, -0.585, -1.533], [0.916, -0.657, -0.554], [0.055, -0.741, -2.515], [-1.044, -1.371, -1.233], [1.218, 1.068, 2.021], [-0.325, 0.484, 1.395], [0.435, -0.621, 2.547], [-1.604, 0.495, -0.224]], "relative_energy_ev": 4.198, "e_lumo_ev": [0.576, 0.403], "total_charge": 0}

Number 2 is which compound?
C2H11N2O2

What is the formula in the first record?
C6H20O4

Repeat the second record exactly.
{"formula": "C2H11N2O2", "method": "ωB97M-V/def2-TZVPD", "elements": ["O", "O", "N", "N", "C", "C", "H", "H", "H", "H", "H", "H", "H", "H", "H", "H", "H"], "coordinates": [[-1.902, -3.815, 1.250], [-0.770, 3.123, -0.659], [-0.763, -0.526, -0.331], [2.578, 1.042, 0.000], [1.420, 0.611, -0.516], [0.628, -0.268, 0.119], [-2.603, -3.739, 1.908], [-1.305, -0.367, 0.514], [0.970, -0.796, 0.993], [-0.977, 0.150, -1.060], [-0.174, 3.872, -0.572], [-1.807, -4.760, 1.124], [2.823, 0.811, 0.945], [-1.552, 3.433, -1.126], [1.141, 0.936, -1.503], [-0.863, -1.469, -0.714], [3.156, 1.760, -0.371]], "relative_energy_ev": 1.589, "e_lumo_ev": -3.020, "total_charge": 1}